No. 1
Below is C2H4ClN3O2 as an isolated structure, with properties calculated with the ωB97M-V functional and the def2-TZVPD basis.

Output
- ΔE to the lowest compared entry with this formula, charge and spin (eV) = 4.712
- HOMO energy (eV) = -9.65
- frontier orbital gap (eV) = 9.761
- calculated total energy (Ha) = -853.34874
- spin multiplicity = 1
- lowest unoccupied orbital energy (eV) = 0.11

Cartesian coordinates (Å):
C1 -0.8187 -1.0024 -0.1409
C2 -0.9621 -0.5250 -1.5629
N1 0.4203 -0.5732 -0.1023
N2 0.3290 0.0859 -1.2700
N3 0.7314 1.7456 2.1891
O1 0.7996 2.5417 3.0865
O2 1.4710 0.4798 2.3037
Cl1 -1.0926 -1.7759 -2.8257
H1 -1.4396 -1.6184 0.4429
H2 -1.7466 0.2439 -1.7058
H3 1.0981 0.0583 1.4099
H4 1.2101 0.3397 -1.8245

=====

No. 2
Below is an isolated molecule of C2H4ClNO, with properties calculated with the ωB97M-V functional and the def2-TZVPD basis.

Output
- ΔE to the lowest compared entry with this formula, charge and spin (eV) = 3.047
- HOMO energy (eV) = -9.60
- frontier orbital gap (eV) = 9.368
- SMILES = C[C@H](Cl)N=O
- calculated total energy (Ha) = -668.69216
- spin multiplicity = 1
- lowest unoccupied orbital energy (eV) = -0.23

Cartesian coordinates (Å):
C1 -1.0193 0.0723 0.1220
C2 0.3868 -0.3149 0.1849
Cl1 1.3447 0.2490 1.5768
N1 0.9460 0.2235 -1.1702
O1 1.9797 0.7877 -1.0761
H1 -1.7082 -0.7262 0.2531
H2 -1.2240 0.9360 0.7989
H3 -1.1759 0.2449 -0.9615
H4 0.4702 -1.4724 0.2720

=====

No. 3
Below is an isolated molecule of C2H4ClNO, with properties calculated with the ωB97M-V functional and the def2-TZVPD basis.

Output
- ΔE to the lowest compared entry with this formula, charge and spin (eV) = 3.620
- HOMO energy (eV) = -9.21
- frontier orbital gap (eV) = 9.103
- SMILES = O=NCCCl
- calculated total energy (Ha) = -668.67111
- spin multiplicity = 1
- lowest unoccupied orbital energy (eV) = -0.10

Cartesian coordinates (Å):
O1 -0.3239 1.2589 -1.6107
N1 0.6992 0.6583 -1.3345
C1 0.8376 -0.0392 -0.1598
C2 -0.5238 -0.1294 0.8088
Cl1 -1.5835 -1.0796 -0.1513
H1 1.8480 0.3719 0.2707
H2 0.9133 -1.0926 -0.3991
H3 -0.8434 0.9393 0.8074
H4 -0.5284 -0.5032 1.8311

=====

No. 4
Below is an isolated molecule of C2H4ClOP, with properties calculated with the ωB97M-V functional and the def2-TZVPD basis.

Output
- ΔE to the lowest compared entry with this formula, charge and spin (eV) = 2.106
- HOMO energy (eV) = -9.55
- frontier orbital gap (eV) = 9.718
- SMILES = O=CPCCl
- calculated total energy (Ha) = -955.32867
- spin multiplicity = 1
- lowest unoccupied orbital energy (eV) = 0.17

Cartesian coordinates (Å):
O1 -1.3704 -2.0128 1.3977
C1 -1.0643 -1.0060 0.8166
P1 0.7758 -0.3827 0.7443
C2 0.5503 0.5140 -0.9257
Cl1 2.1429 1.2437 -1.3494
H1 -1.6707 -0.3056 0.3304
H2 0.4415 0.8203 1.2939
H3 -0.1567 1.3556 -0.6604
H4 0.3517 -0.2264 -1.6475

=====

No. 5
Below is C2H4ClOP as an isolated structure, with properties calculated with the ωB97M-V functional and the def2-TZVPD basis.

Output
- ΔE to the lowest compared entry with this formula, charge and spin (eV) = 2.697
- HOMO energy (eV) = -9.12
- frontier orbital gap (eV) = 8.856
- calculated total energy (Ha) = -955.30696
- spin multiplicity = 1
- lowest unoccupied orbital energy (eV) = -0.26

Cartesian coordinates (Å):
C1 0.9719 -1.0395 0.0493
C2 -0.0680 -1.6303 0.6487
O1 -1.4345 2.2394 0.3680
P1 -1.2579 2.0524 -1.0717
Cl1 0.8042 0.2219 -1.0592
H1 1.9738 -1.2105 0.3399
H2 -1.0876 -1.3233 0.8241
H3 0.3328 -2.1639 1.4689
H4 -0.2347 2.8539 -1.5680

=====

No. 6
Below is C2H4CsO3 as an isolated structure, with properties calculated with the ωB97M-V functional and the def2-TZVPD basis.

Output
- charge = +1
- ΔE to the lowest compared entry with this formula, charge and spin (eV) = 7.221
- HOMO energy (spin up / spin down) (eV) = -11.26 / -11.99
- frontier orbital gap (spin up / spin down) (eV) = 6.558 / 8.073
- calculated total energy (Ha) = -324.00976
- spin multiplicity = 1
- lowest unoccupied orbital energy (spin up / spin down) (eV) = -4.70 / -3.91

Cartesian coordinates (Å):
H1 1.5653 -1.9957 2.8434
O1 1.5158 -0.6275 2.6984
C1 1.7362 0.3542 1.7613
Cs1 -2.0849 1.2474 4.1841
H2 2.7152 0.0622 1.3409
H3 2.0758 1.4002 1.6917
O2 2.1295 -1.9043 4.9062
C2 2.6011 -1.8198 3.8034
O3 3.8602 -1.7177 3.4904
H4 4.4181 -1.7654 4.2830

=====

No. 7
Below is a 2-piece molecular cluster, C2H4F2 overall, with properties calculated with the ωB97M-V functional and the def2-TZVPD basis.

Output
- ΔE to the lowest compared entry with this formula, charge and spin (eV) = 3.662
- HOMO energy (eV) = -8.40
- frontier orbital gap (eV) = 9.228
- calculated total energy (Ha) = -278.20064
- spin multiplicity = 1
- lowest unoccupied orbital energy (eV) = 0.83

Cartesian coordinates (Å):
C1 0.6619 -0.5864 0.7384
C2 -0.6627 0.6377 -0.7728
F1 1.9272 -0.5065 0.3095
F2 -1.6886 -0.2002 -0.8166
H1 0.2342 -1.6171 0.7074
H2 0.3854 0.0677 1.6186
H3 -0.7324 1.4766 -0.0992
H4 -0.1250 0.7281 -1.6853

=====

No. 8
Below is an isolated molecule of C2H4F2NP, with properties calculated with the ωB97M-V functional and the def2-TZVPD basis.

Output
- ΔE to the lowest compared entry with this formula, charge and spin (eV) = 0.925
- HOMO energy (eV) = -9.67
- frontier orbital gap (eV) = 10.104
- SMILES = FC/C=N/PF
- calculated total energy (Ha) = -674.39472
- spin multiplicity = 1
- lowest unoccupied orbital energy (eV) = 0.44

Cartesian coordinates (Å):
F1 -2.4766 -0.1005 0.6748
C1 -1.6005 0.4062 -0.1704
C2 -0.1811 0.0247 -0.0130
N1 0.2330 -0.3600 1.0869
P1 2.1796 -0.9911 0.8816
F2 2.1760 -1.0473 -0.7636
H1 -1.5994 1.4742 -0.1714
H2 -1.8605 0.1429 -1.2814
H3 0.4059 0.1739 -0.8933
H4 2.7235 0.2769 0.6497